1.
{"formula": "C36H34N2O7S2V", "method": "ωB97M-V/def2-TZVPD", "elements": ["V", "O", "N", "N", "O", "C", "C", "C", "C", "C", "C", "H", "H", "H", "H", "H", "O", "S", "C", "C", "C", "C", "S", "O", "C", "C", "C", "C", "C", "C", "C", "C", "C", "C", "C", "C", "H", "H", "H", "H", "H", "H", "H", "H", "H", "H", "H", "H", "H", "H", "H", "H", "H", "H", "O", "C", "C", "O", "O", "C", "C", "C", "C", "C", "C", "C", "C", "C", "C", "C", "C", "H", "H", "H", "H", "H", "H", "H", "H", "H", "H", "H"], "xyz": [[0.5500, -0.2291, 0.9189], [1.0656, -0.0445, 2.9196], [2.2731, 0.2931, 3.1776], [2.9535, 0.5712, 2.1495], [2.4293, 0.5108, 0.9359], [4.3119, 1.0113, 2.2852], [4.7548, 1.5320, 3.4931], [6.0762, 1.9336, 3.5931], [6.9297, 1.8246, 2.5033], [6.4626, 1.3133, 1.3024], [5.1443, 0.9015, 1.1835], [4.0792, 1.6175, 4.3312], [6.4377, 2.3416, 4.5269], [7.9590, 2.1449, 2.5899], [7.1249, 1.2342, 0.4512], [4.7563, 0.5106, 0.2552], [1.2902, -2.1110, 1.1517], [1.1570, -3.6184, 1.1937], [1.5490, -4.1502, -0.4919], [0.6137, -3.6278, -1.5861], [1.3341, -3.1995, -2.8716], [1.9651, -1.8081, -2.8697], [0.8578, -0.3987, -2.5159], [0.5644, -0.6023, -1.0450], [-0.5806, -0.9288, -3.4240], [-0.5290, -0.7537, -4.8021], [-1.5975, -1.1819, -5.5712], [-2.7042, -1.7554, -4.9579], [-2.7478, -1.8987, -3.5798], [-1.6795, -1.4862, -2.7960], [-0.5911, -3.9546, 1.2781], [-1.1306, -5.1145, 0.7337], [-2.4828, -5.3630, 0.8967], [-3.2811, -4.4633, 1.5926], [-2.7266, -3.3213, 2.1466], [-1.3696, -3.0683, 2.0061], [1.6032, -5.2404, -0.4474], [2.5773, -3.7972, -0.6025], [0.0431, -2.7926, -1.1866], [-0.1154, -4.3979, -1.8342], [0.6451, -3.2748, -3.7138], [2.1439, -3.9045, -3.0854], [2.4358, -1.5905, -3.8299], [2.7292, -1.6938, -2.0951], [0.3287, -0.2836, -5.2699], [-1.5726, -1.0557, -6.6448], [-3.5438, -2.0768, -5.5595], [-3.6230, -2.3214, -3.1051], [-1.7226, -1.5537, -1.7191], [-0.5179, -5.8211, 0.1899], [-2.9155, -6.2606, 0.4763], [-4.3381, -4.6613, 1.7078], [-3.3414, -2.6193, 2.6926], [-0.9347, -2.1876, 2.4649], [0.0910, 1.8388, 0.7130], [-1.3144, 2.1870, 0.5578], [-1.8424, 0.7675, 0.1887], [-2.5034, 0.5617, -0.7997], [-1.4051, -0.1793, 0.9899], [-1.4199, 3.2142, -0.5599], [-0.3757, 4.1115, -0.7634], [-0.4666, 5.0995, -1.7320], [-1.6092, 5.2083, -2.5084], [-2.6578, 4.3243, -2.3071], [-2.5671, 3.3328, -1.3415], [-1.8865, 2.6798, 1.8769], [-1.3233, 2.3008, 3.0917], [-1.8655, 2.7480, 4.2891], [-2.9862, 3.5606, 4.2895], [-3.5600, 3.9312, 3.0814], [-3.0122, 3.5015, 1.8842], [0.5278, 2.4389, 1.3325], [0.5290, 4.0503, -0.1728], [0.3577, 5.7854, -1.8761], [-1.6837, 5.9802, -3.2628], [-3.5556, 4.4022, -2.9061], [-3.3875, 2.6459, -1.2059], [-0.4702, 1.6372, 3.1304], [-1.4075, 2.4484, 5.2227], [-3.4117, 3.9034, 5.2231], [-4.4337, 4.5691, 3.0675], [-3.4608, 3.8228, 0.9549]], "mulliken_charge": [1.01, -0.24, -0.74, 1.37, -0.29, 0.22, -0.34, -0.55, -0.45, -0.64, -0.29, 0.48, 0.38, 0.39, 0.38, 0.40, 0.00, -0.07, -1.17, 1.02, -1.35, -0.82, -0.10, 0.30, 1.05, -0.59, -0.65, -0.56, -1.08, -0.03, 0.83, -0.70, -0.62, -0.65, -0.53, -0.48, 0.57, 0.53, -0.92, 0.52, 0.39, 0.54, 0.59, 0.51, 0.43, 0.44, 0.42, 0.48, 0.23, 0.40, 0.44, 0.41, 0.45, 0.40, -0.61, 3.06, 0.06, -0.57, -0.53, -0.49, -0.35, -0.94, -0.47, -1.05, -0.26, -0.19, -0.26, -1.26, -0.47, -0.99, -0.36, 0.41, 0.36, 0.43, 0.44, 0.43, 0.60, 0.53, 0.46, 0.41, 0.43, 0.46], "homo_lumo_gap_ev": [8.2, 8.9], "s_squared": 2.01, "e_tot_ha": -3768.5958, "e_homo_ev": [-11.17, -11.17], "multiplicity": 3, "total_charge": 1, "mol_weight_g_mol": 721.8}

***

2.
{"formula": "C36H35As2HgN6O2", "method": "ωB97M-V/def2-TZVPD", "elements": ["Hg", "O", "C", "O", "C", "C", "C", "N", "C", "C", "C", "C", "C", "C", "C", "N", "C", "C", "C", "C", "C", "N", "H", "H", "H", "H", "H", "H", "H", "H", "H", "H", "C", "As", "C", "C", "C", "C", "C", "C", "C", "As", "C", "C", "H", "H", "H", "H", "H", "H", "H", "H", "H", "H", "H", "H", "H", "H", "H", "H", "N", "C", "C", "C", "C", "C", "N", "C", "C", "C", "C", "C", "N", "H", "H", "H", "H", "H", "H", "H", "H", "H"], "xyz": [[-0.0347, -0.1083, 0.1815], [3.9514, -1.9469, 5.8573], [2.7741, -1.5598, 5.9393], [2.0002, -1.4122, 6.8987], [2.1494, -1.1462, 4.5570], [0.8385, -0.7052, 4.4800], [0.2704, -0.4115, 3.2460], [0.9886, -0.5703, 2.0950], [2.2544, -1.0709, 2.1519], [2.8499, -1.3463, 3.3732], [2.9154, -1.3595, 0.8850], [4.2903, -1.6403, 0.8032], [4.8597, -1.9535, -0.4078], [4.0502, -1.9924, -1.5495], [2.7160, -1.6975, -1.3982], [2.1450, -1.3714, -0.2335], [-1.1207, -0.0187, 3.1124], [-1.8856, 0.4543, 4.1954], [-3.2166, 0.7357, 4.0197], [-3.8007, 0.5308, 2.7556], [-2.9903, 0.1063, 1.7330], [-1.6838, -0.1463, 1.8778], [0.2830, -0.6416, 5.4061], [3.8465, -1.7584, 3.4580], [4.8954, -1.6095, 1.6973], [5.9167, -2.1744, -0.4757], [4.4566, -2.2362, -2.5213], [2.0520, -1.7318, -2.2543], [-1.4145, 0.6047, 5.1558], [-3.8112, 1.1013, 4.8464], [-4.8523, 0.7156, 2.5860], [-3.3943, -0.0578, 0.7377], [3.1087, 2.2868, 0.8732], [1.8548, 1.8835, -0.5650], [1.4266, 3.7236, -1.1057], [3.0518, 1.5300, -2.0771], [4.4184, 1.7398, -1.9148], [5.3064, 1.5527, -2.9613], [4.8312, 1.1675, -4.2029], [3.4718, 0.9784, -4.3838], [2.5677, 1.1442, -3.3395], [0.6519, 0.9013, -3.6332], [0.4734, 2.1680, -5.1367], [0.6465, -0.7117, -4.7725], [3.7623, 3.1254, 0.6350], [3.7052, 1.4090, 1.1201], [2.5168, 2.5406, 1.7530], [2.3258, 4.2277, -1.4579], [1.0174, 4.2702, -0.2566], [0.6842, 3.7181, -1.9047], [4.8046, 2.0333, -0.9463], [6.3669, 1.7068, -2.8103], [5.5132, 1.0171, -5.0301], [3.1087, 0.6987, -5.3668], [1.2149, 1.9691, -5.9097], [0.5922, 3.1920, -4.7844], [-0.5228, 2.0620, -5.5689], [1.5715, -0.8152, -5.3378], [-0.1854, -0.6270, -5.4730], [0.4897, -1.6100, -4.1754], [-2.7628, 0.3598, -2.3307], [-2.4642, -0.9705, -2.0649], [-3.2097, -1.9226, -2.7727], [-2.9840, -3.2637, -2.5753], [-2.0087, -3.6409, -1.6539], [-1.3191, -2.6511, -1.0015], [-1.5120, -1.3327, -1.1990], [-2.5510, 1.5547, -1.6519], [-3.3036, 2.6631, -2.0623], [-3.1764, 3.8541, -1.3864], [-2.2948, 3.9203, -0.3094], [-1.5738, 2.7925, -0.0007], [-1.6695, 1.6333, -0.6610], [-3.4704, 0.4517, -3.0396], [-3.9785, -1.5933, -3.4614], [-3.5608, -4.0055, -3.1096], [-1.8026, -4.6812, -1.4501], [-0.5567, -2.9032, -0.2732], [-3.9885, 2.5747, -2.8973], [-3.7594, 4.7163, -1.6794], [-2.1711, 4.8295, 0.2608], [-0.8697, 2.7918, 0.8252]], "mulliken_charge": [3.50, -0.73, 0.45, -0.73, -0.95, -0.82, 0.98, 0.04, 0.94, -0.81, 0.04, -1.00, -0.76, -1.04, -0.05, 0.38, -0.12, -0.96, -0.47, -1.13, -0.02, -0.01, 0.59, 0.58, 0.44, 0.43, 0.48, 0.30, 0.41, 0.43, 0.44, 0.30, -1.69, 1.16, -1.20, -0.03, -0.71, -0.74, -1.04, -0.74, 0.15, 1.03, -1.34, -1.39, 0.52, 0.43, 0.42, 0.44, 0.47, 0.25, 0.32, 0.41, 0.41, 0.30, 0.41, 0.34, 0.43, 0.44, 0.51, 0.24, 0.27, 0.42, -1.07, -0.47, -0.89, -0.67, 0.04, 0.15, -0.96, -0.57, -1.01, -0.83, 0.72, 0.19, 0.46, 0.44, 0.47, 0.47, 0.49, 0.44, 0.48, 0.53], "homo_lumo_gap_ev": [3.9, 6.4], "s_squared": 0.78, "e_tot_ha": -6496.7698, "e_homo_ev": [-4.27, -6.78], "multiplicity": 2, "total_charge": 0, "mol_weight_g_mol": 934.2}

***

3.
{"formula": "C36H35As2KN4S", "method": "ωB97M-V/def2-TZVPD", "elements": ["K", "C", "C", "C", "C", "C", "C", "C", "H", "H", "H", "H", "H", "H", "H", "H", "C", "As", "C", "C", "C", "C", "C", "C", "C", "As", "C", "C", "H", "H", "H", "H", "H", "H", "H", "H", "H", "H", "H", "H", "H", "H", "H", "H", "S", "N", "C", "C", "C", "C", "C", "N", "C", "C", "N", "C", "C", "C", "C", "C", "N", "H", "H", "H", "H", "H", "H", "C", "C", "C", "C", "C", "C", "C", "H", "H", "H", "H", "H"], "xyz": [[-0.0072, -0.3565, -0.8266], [-2.4405, -0.2859, 2.8783], [-2.7681, -0.6094, 1.3407], [-3.9559, -0.1495, 0.9619], [-4.4211, -0.6316, -0.3566], [-3.7932, -1.6737, -0.8556], [-2.7327, -2.2760, -0.2211], [-2.1871, -1.7433, 0.9131], [-2.7177, 0.6762, 3.2999], [-1.4116, -0.3004, 3.2904], [-2.8639, -1.1626, 3.3810], [-4.4863, 0.9314, 1.3436], [-5.2441, -0.0830, -1.0175], [-0.4484, 4.7506, -4.7247], [-2.4877, -3.1672, -0.9760], [-1.3140, -2.1262, 1.3572], [3.1878, 0.4459, 2.2832], [3.1514, 0.5819, 0.3742], [4.8741, 1.8655, 0.1840], [3.8854, -1.0660, -0.3537], [4.6462, -1.5644, 0.6983], [5.3922, -2.6985, 0.9187], [5.5188, -3.6147, -0.2002], [4.5795, -3.8453, -1.1342], [3.1981, -3.3240, -0.8657], [2.1321, -3.9739, 0.6460], [0.8398, -2.5683, 1.0189], [2.3722, -5.6220, 1.3401], [2.5006, -0.5677, 2.3492], [2.5662, 1.2267, 3.1011], [4.0421, 0.0449, 2.6609], [5.5144, 1.7502, 1.1602], [4.4521, 2.9361, 0.1458], [5.4651, 1.7787, -0.8042], [4.6628, -0.8630, 1.5742], [5.9895, -2.8227, 1.6879], [6.4876, -3.8131, -0.2993], [4.8066, -4.2954, -2.1728], [-1.8138, -0.4665, 7.9709], [0.0177, -3.1860, 1.3359], [1.2125, -1.9552, 0.3240], [3.1698, -5.9768, 0.8258], [1.6810, -6.2365, 1.9608], [-4.4070, -1.9776, -1.8679], [-5.9591, 4.9844, 1.6966], [-4.2853, 4.6879, 2.3189], [-3.8242, 3.9754, 1.4600], [-2.3944, 3.5167, 1.6155], [-1.6826, 3.7580, 2.8026], [-0.3918, 3.2095, 2.9949], [0.0975, 2.2229, 2.0424], [-0.6545, 1.9403, 0.9191], [-1.8841, 2.3468, 0.8050], [-2.5763, 2.3101, -0.6618], [-1.9446, 1.6446, -1.6513], [-2.4822, 1.6283, -2.9170], [-3.7155, 2.4357, -3.1989], [-4.3333, 3.0713, -2.0846], [-3.7957, 2.8834, -0.8451], [-4.4625, 3.7426, 0.2190], [-5.6873, 4.2351, 0.2411], [-2.4042, 4.1907, 3.7300], [0.0413, 3.7094, 3.7146], [0.9893, 1.9508, 2.0165], [-2.4327, 1.2556, -3.8523], [-4.0429, 2.6004, -4.2917], [-5.0241, 3.7479, -2.4474], [3.0596, -1.7887, -1.2221], [2.2869, -1.4843, -2.3509], [1.3074, -2.3162, -2.8786], [0.3246, -1.8126, -3.8668], [0.2808, -0.4023, -4.1574], [1.3823, 0.1842, -3.6973], [2.4431, -0.2318, -2.9300], [1.1939, -3.2297, -2.4266], [-0.5449, -2.3773, -4.2683], [-0.5446, -0.2170, -4.8126], [1.6272, 1.2032, -4.0055], [3.1876, 0.4399, -2.6601]], "mulliken_charge": [0.31, -2.11, 2.10, -0.36, -0.31, -0.21, 0.28, -2.27, 0.42, 0.31, 0.48, 0.10, 0.20, -0.52, 0.10, 0.99, -1.24, 0.65, -1.13, 1.62, -0.26, -1.67, -0.49, -0.77, -0.40, 0.48, 0.25, -1.02, 0.35, 0.23, 0.81, 0.26, 0.37, 0.29, 0.00, 0.73, 0.62, 0.20, -0.75, 0.89, -1.39, 0.37, 0.26, 0.08, 0.04, -0.68, 1.11, 0.11, -0.57, -1.09, 0.52, -0.02, 0.84, -0.76, -0.18, -0.10, -0.89, -1.12, 1.49, 0.15, -0.73, 0.26, 0.58, -0.30, 0.26, 0.35, 0.50, -0.76, 0.43, -0.49, -0.60, -0.69, -0.55, -0.37, 0.63, 0.32, 0.54, 0.19, 0.73], "homo_lumo_gap_ev": 2.1, "e_tot_ha": -7080.6030, "e_homo_ev": 0.52, "multiplicity": 1, "total_charge": -2, "mol_weight_g_mol": 744.7}